The following is a DFT calculation (ωB97M-V/def2-TZVPD) of 12 unconnected molecules or ions with the total composition C54H129N3O12.

XYZ file:
```
198
Properties=species:S:1:pos:R:3:forces:R:3:lowdin_charge:R:1
H -0.038798 10.163487 -0.276800 0.684 0.689 -0.066 0.129
C -11.855492 2.977503 -3.546600 -0.343 -0.099 1.512 -0.485
C 5.007294 -8.906963 0.823022 0.874 0.754 0.125 -0.066
H -6.607403 -8.834200 -2.049053 0.307 0.194 0.263 0.071
C 3.485407 3.783931 8.097618 -0.288 1.310 -0.381 -0.050
C 0.704080 -4.134546 -9.428176 0.771 -0.869 0.745 -0.045
H 2.870638 4.774937 -2.942224 -0.048 0.165 0.102 0.078
O -12.726878 2.012880 -4.131992 0.393 0.353 -0.423 -0.049
C 3.641801 2.722146 -7.122749 0.270 -0.600 -0.315 -0.155
H 6.422969 -0.138284 4.024575 0.046 0.126 -0.215 0.074
C 6.002961 3.586470 -7.222983 0.143 0.286 0.457 -0.013
H 3.021226 4.732445 -7.644390 0.591 0.096 0.058 0.112
H 5.830531 5.735058 -4.474022 -0.187 -0.046 0.128 0.085
H -0.002879 -1.070698 2.178164 -0.230 -0.129 -0.031 0.077
C 3.949975 -9.103696 -0.239598 0.172 1.420 0.063 -0.525
H 7.160130 -0.862802 5.406355 0.373 0.116 0.152 0.071
H -9.164970 5.002842 6.054609 0.000 -0.486 -0.162 0.080
O -7.170646 -3.906329 1.357302 -1.291 -0.737 -0.876 -0.082
N -2.151484 -1.142825 0.486197 -0.479 -0.338 -4.366 -0.172
C -2.404933 0.117493 8.283289 -0.474 0.183 -0.880 -0.448
H -9.120488 -2.857378 3.795850 -0.296 0.393 0.091 0.073
H -3.080538 -8.501384 -4.034529 0.132 -0.334 0.447 0.077
H -2.177421 -0.431300 2.208910 0.310 0.386 0.559 0.094
H -11.875499 1.737438 -1.722888 -0.359 0.523 0.157 0.085
H -1.168258 -3.019664 -1.650502 -0.435 -0.227 0.653 0.121
H 2.271728 3.096519 5.668023 0.289 -0.174 0.001 0.075
H -3.844903 -7.883945 -2.496276 0.487 0.115 -0.025 0.078
O -8.630337 4.934909 3.556930 0.161 0.072 -0.751 -0.068
C 2.732863 4.378276 -5.511322 0.457 -0.452 0.638 -0.113
H -10.554099 2.964027 -1.771905 -0.301 0.208 0.174 0.077
H 2.230092 -6.021840 -7.591632 -0.201 0.546 0.085 0.069
H 1.737314 3.721310 -7.238023 -0.054 -0.372 -0.112 0.112
C -2.424170 0.036212 -0.400559 1.392 -0.531 0.114 -0.478
C -2.823817 -1.351923 8.005977 -0.619 0.803 -0.691 -0.056
O -0.820835 -5.893244 -9.113223 -2.004 -1.446 -0.866 -0.045
C -5.103731 -9.227541 -3.597917 0.585 2.611 -0.251 -0.480
H 0.709494 -0.623195 0.614814 0.038 0.001 0.037 0.066
H 1.668120 -3.794758 -9.049658 -0.023 0.517 -0.141 0.069
C -1.384109 -3.366348 0.918695 -0.602 -0.514 0.421 -0.048
O 6.035592 3.098131 -4.288656 0.835 0.250 0.263 0.003
O 7.837760 0.554987 1.685010 -1.301 0.190 -0.534 -0.020
H 3.215876 -8.029506 -2.039273 -0.289 0.264 0.358 0.075
H 4.503661 3.966349 7.754142 0.088 -0.297 -0.179 0.075
H -7.932276 -6.167722 2.899509 0.337 -0.028 -0.084 0.074
H 4.869678 5.932709 -5.960033 0.274 -0.206 -0.123 0.060
H 7.568749 -3.139674 0.456762 -0.043 -0.246 0.094 0.073
H -6.375364 -3.562035 1.770342 -0.106 0.030 0.314 0.075
C 5.002617 2.761001 -6.399929 0.466 -1.067 0.334 -0.489
H 2.284912 5.371292 -5.474424 0.214 0.143 0.278 0.116
H 9.525312 -3.638749 1.669988 -0.472 -0.241 0.242 0.116
C 9.644353 -2.716245 3.622727 0.152 0.240 0.737 -0.197
C -1.297546 9.574750 1.284891 0.329 1.349 -0.209 -0.051
H -0.581172 -6.716334 -9.545276 0.064 -0.012 -0.084 0.093
C -3.895241 0.374180 -0.423021 -0.987 -0.808 -0.869 -0.045
O -2.098342 0.712464 6.988993 -0.065 -0.643 0.504 -0.076
C -7.662898 -5.194484 3.309808 -0.432 0.142 0.392 -0.057
H -1.659537 8.764479 0.652014 0.062 0.079 0.030 0.074
H -1.797144 2.063528 -0.572197 -0.157 0.281 0.153 0.083
H 0.908355 -2.272959 1.238582 0.401 0.225 0.296 0.080
N 4.859780 3.182917 -5.005842 -2.009 -0.656 -1.739 -0.163
H -2.151102 12.298475 0.552780 -0.137 -0.479 0.620 0.071
H -2.280549 11.233095 -0.818929 0.066 0.184 -0.342 0.074
H 4.486155 4.353232 -2.423838 0.452 0.465 -0.514 0.077
H -10.474145 1.510387 -2.640011 0.108 -0.087 -0.620 0.071
H -9.161614 -4.424017 1.957904 0.418 -0.170 -0.750 0.131
H 4.904716 -7.768976 -1.689576 0.252 -0.737 -0.170 0.074
H -6.447599 6.455925 3.965658 -0.151 -0.106 0.010 0.084
H -0.326415 11.656676 2.093567 0.116 0.213 0.231 0.089
H 8.700420 -3.122315 3.986318 -0.048 -0.437 -0.269 0.103
C 8.992227 1.086610 4.223476 -1.064 -1.518 -1.086 -0.029
H 9.624312 -1.605843 5.389515 -0.150 0.732 0.125 0.114
H 3.143175 1.804637 -6.810272 -0.305 0.129 0.211 0.117
H -0.035648 -3.335249 -9.473231 0.050 -0.075 0.331 0.075
C 1.329339 -6.393329 -8.080251 0.038 0.657 -0.982 -0.047
H 3.807807 2.603049 -8.193426 0.350 -0.292 -0.039 0.119
C 4.081928 4.343299 -4.683872 0.008 1.044 0.702 -0.487
H -8.025437 -5.198870 4.337739 -0.541 0.315 -0.016 0.070
H -4.723154 -10.049979 -2.992227 -0.461 -0.432 -0.361 0.135
H 1.643162 4.637275 5.245782 0.098 0.281 0.003 0.075
C 2.774573 3.916091 -6.965526 -0.596 1.119 0.666 -0.194
C -1.690117 1.257044 0.153225 0.015 0.479 -0.440 -0.035
C -7.621531 4.691115 4.550235 -0.822 0.544 -1.366 -0.505
H -7.493333 4.774669 6.595470 -0.131 0.260 0.512 0.084
H 3.446921 3.130605 -2.948860 -0.223 -0.191 -0.505 0.081
C -8.122542 5.228267 5.829662 0.278 0.356 1.654 -0.079
H 4.683929 -8.159393 1.547357 -0.253 -0.168 0.196 0.079
H -0.510969 -1.334719 -3.017716 0.183 0.204 -0.091 0.109
H 8.414324 1.209578 1.284161 0.199 0.068 0.005 0.105
H 3.264232 2.716689 8.111397 -0.134 0.140 -0.124 0.079
H -4.420889 -0.325268 -1.073063 0.031 -0.502 0.107 0.078
C -8.447742 -2.707922 2.951361 -0.134 -0.765 1.152 -0.069
H 1.212304 5.161966 8.507562 -0.223 -0.003 0.176 0.076
H -5.486682 5.090687 4.601777 -0.035 0.165 0.267 0.078
C 2.491430 4.161830 5.738236 -0.704 -0.479 0.437 -0.067
H 5.904226 -8.448470 0.406609 0.182 -0.155 -0.316 0.075
C -0.604962 -2.267698 -1.097910 0.768 1.457 -0.205 -0.130
H -0.113352 -4.961534 -7.557759 0.028 0.671 0.033 0.124
N 8.655223 -0.402223 2.230328 2.727 -1.233 1.416 -0.131
C 5.408881 1.266401 -6.286786 0.628 0.205 -1.005 -0.040
H -12.143050 4.739290 -2.332803 -0.094 -0.112 0.173 0.074
H -5.109327 -8.694859 -5.392807 -0.099 -0.122 -0.452 0.080
H 2.037128 3.721997 -4.988487 -0.035 -0.142 0.118 0.112
C -0.650208 -1.016504 -1.984531 -0.227 0.094 0.569 -0.188
H 8.448723 1.904890 3.751135 -0.625 -0.380 -0.069 0.063
C -6.457509 -8.693717 -3.119519 -0.452 -1.030 0.947 -0.062
H -8.075186 6.313664 5.917828 0.314 0.066 -0.217 0.085
C 3.733252 4.155083 -3.186702 -0.745 0.319 0.372 -0.044
H 0.844154 -4.474096 -10.454428 0.074 -0.226 0.023 0.074
H 10.707208 -0.877247 4.152536 0.089 -0.032 0.110 0.107
H 10.362905 -0.868877 0.252212 0.373 -0.299 -0.281 0.085
H 9.545783 -2.282768 -0.552248 0.177 -0.076 0.299 0.089
H -0.563511 9.219061 2.007927 -0.041 -0.301 -0.093 0.075
C 8.609642 -0.390652 3.749607 -0.357 -0.154 0.081 -0.406
C 3.929653 -7.912123 -1.223889 0.722 0.206 0.781 -0.056
H -2.736040 -0.961991 -2.307346 -0.296 0.182 -0.033 0.113
H 10.775593 -2.582255 1.812025 0.219 0.810 0.176 0.113
H -2.396435 -3.550020 0.558738 -0.297 0.100 0.540 0.092
H 7.025900 3.454541 -6.870458 0.039 -0.244 -0.085 0.084
H -12.752783 4.905373 -3.936663 -0.114 -0.068 -0.170 0.071
H 3.399503 4.412438 5.189876 0.041 -0.130 0.160 0.079
H 0.086715 -0.249865 -1.745147 0.555 -0.336 0.105 0.104
H -9.460012 4.531618 3.822604 0.024 -0.061 0.152 0.079
C 9.743358 -1.351992 4.336188 -0.876 -0.059 -1.889 -0.121
H 8.857628 -0.677346 -0.551495 -0.379 -0.046 0.043 0.077
O 4.208421 -10.248797 -0.971610 0.109 -1.586 -0.479 -0.037
H -2.191652 1.547263 1.076456 0.205 0.238 0.119 0.083
H -7.228185 -9.342051 -3.536439 -0.032 0.073 -0.294 0.075
H -4.420392 0.302688 0.529453 0.341 0.504 0.090 0.085
H 3.014649 -9.201947 0.311406 -0.420 0.081 -0.244 0.132
H -6.583726 -5.120281 3.443915 0.072 0.007 -0.394 0.074
H -3.685431 -1.369647 7.338588 -0.282 0.416 -0.057 0.072
H -3.804594 0.469340 9.867176 0.140 0.190 0.355 0.072
C 2.536860 4.628378 7.204187 -0.237 -0.537 -1.030 -0.469
H 5.928061 3.368980 -8.288436 0.138 -0.136 0.049 0.084
C 9.737197 -2.673801 2.130519 -0.289 0.444 -0.937 -0.152
C 7.193070 -0.852127 4.316902 0.378 0.851 -0.154 -0.032
H -6.727799 -7.659140 -3.330923 0.478 0.019 -0.360 0.079
H -4.210506 -7.225379 -4.077501 -0.622 0.059 -0.031 0.075
H 5.893003 2.307120 -3.763701 0.234 -0.068 0.243 0.108
C 8.805943 -1.646991 1.413404 -1.545 -0.898 0.879 -0.481
C -3.987890 -8.149316 -3.543763 -0.313 -0.229 0.668 -0.071
O -5.226828 -9.544986 -4.962602 -0.007 -0.920 -0.552 -0.058
H -8.866573 -1.982447 2.253951 0.033 -0.300 -0.118 0.079
H 6.706976 -1.664411 0.725921 -0.043 0.182 0.240 0.077
H 5.348287 -9.803299 1.341107 -0.456 -0.129 -0.076 0.081
H -13.691036 3.963557 -2.805177 0.176 -0.270 0.191 0.082
H 0.423448 -2.624390 -1.040763 0.093 -0.212 -0.176 0.116
H 4.675630 0.653509 -5.762564 -0.216 0.262 -0.072 0.083
H -0.870060 -4.243274 0.525150 0.806 0.355 0.000 0.083
C 0.226502 -1.425071 1.173218 -0.178 -0.862 -1.031 -0.015
H 5.804902 4.648664 -7.079413 -0.125 -0.072 -0.228 0.060
H -3.169478 -1.922911 8.867715 0.565 0.133 0.239 0.075
H 3.362939 -10.634009 -1.213203 0.108 -0.151 -0.176 0.094
C -12.671658 4.194068 -3.114735 0.135 0.365 -0.396 -0.058
H 5.503296 0.924920 -7.317597 -0.067 -0.429 -0.068 0.083
C -6.361994 5.370428 4.015539 0.062 -0.936 0.068 -0.048
H -12.211225 1.204411 -4.086440 -0.260 -0.350 -0.300 0.076
C -1.562091 11.738361 -0.173469 -0.345 -0.517 -0.023 -0.066
H -1.854851 0.584521 -2.495937 -0.675 0.312 0.213 0.118
C -1.989271 -0.298499 -1.871195 0.263 -0.704 0.584 -0.129
H 3.904843 -6.977966 -0.662791 -1.003 0.207 -0.062 0.074
H -1.059614 12.577266 -0.654961 0.388 -0.524 -0.538 0.074
H 4.176193 6.491343 -4.542956 0.237 0.096 0.601 0.079
H 8.737415 1.098262 5.283206 0.910 0.343 0.146 0.079
H -1.303017 -3.354105 2.005600 -0.389 -0.316 0.009 0.083
H -1.860881 1.626970 7.158964 0.084 0.128 -0.054 0.075
C 9.423628 -1.385215 0.054036 0.085 1.327 0.047 -0.053
H 6.986098 -2.777827 2.096118 0.089 0.079 -0.023 0.064
H -2.089492 -1.879092 7.396915 0.417 0.000 0.546 0.074
C -3.491736 0.978012 8.955322 -0.291 -1.099 0.218 -0.065
C 4.827158 5.692295 -4.897727 -0.819 -0.037 -0.469 -0.028
H 10.001088 1.248202 3.843759 0.362 -0.057 0.977 0.075
H -7.497751 3.611483 4.634752 0.358 -0.151 -0.012 0.133
C -0.993931 -2.011491 0.372896 0.459 0.430 -0.074 -0.510
C -0.589839 10.724608 0.477912 -2.143 -0.303 -0.280 -0.488
O 1.169223 4.668151 7.685427 0.914 -0.201 -0.120 -0.065
H -7.529879 -2.302961 3.377536 0.153 0.055 -0.079 0.077
H 3.477887 4.189054 9.109500 -0.191 -0.178 0.186 0.068
H 0.920671 -7.144530 -7.404391 -0.393 0.145 -0.108 0.072
H 2.872791 5.654509 7.054803 0.326 0.252 0.870 0.124
C -11.180932 2.289944 -2.355681 0.631 -0.176 0.162 -0.074
O 0.208942 11.505862 1.311104 1.202 -0.272 0.573 -0.051
H -6.172840 4.950142 3.027778 -0.053 0.273 -0.157 0.078
H -4.072883 1.293497 -0.981064 0.152 0.472 0.583 0.090
H -3.220262 2.007896 9.187133 0.365 -0.122 -0.027 0.073
H 10.455282 -3.366015 3.951785 -0.109 -0.126 0.374 0.111
H 1.723867 -6.907512 -8.956639 -0.127 -0.195 -0.258 0.069
H -1.487390 0.112885 8.871670 0.027 0.050 0.230 0.124
H 6.375448 1.061896 -5.826331 0.089 0.424 0.064 0.075
O -2.683115 -1.070815 1.702068 -1.026 0.123 2.092 0.005
H -4.407924 1.010247 8.365707 0.157 -0.024 -0.405 0.078
C 0.259163 -5.310861 -8.520726 1.720 0.288 1.227 -0.508
H -2.131949 10.005450 1.838405 -0.182 -0.119 0.097 0.070
H -0.616199 1.164355 0.315077 -0.054 -0.378 0.096 0.071
H -11.073912 3.349730 -4.208927 0.031 -0.287 -0.457 0.129
C 7.416373 -2.348792 1.191185 0.611 0.334 -0.375 -0.030
H 6.811465 -1.829060 4.020124 0.502 -0.037 -0.316 0.054
C -8.204581 -4.098789 2.365831 1.812 1.071 0.354 -0.445
```
Positions in Å, forces in eV/Å.

Frontier orbital gap, eV: 7.9320
Structure (SMILES): CC1(C)CCCC(C)(C)N1O.CC1(C)CCCC(C)(C)N1O.CC1(C)CCCC(C)(C)N1O.CC(C)O.CC(C)O.CC(C)O.CC(C)O.CC(C)O.CC(C)O.CC(C)O.CC(C)O.CC(C)O
Total energy, eV: -87121.83455
Relative energy (zero: lowest compared OMol25 entry of this formula, charge and spin), kcal/mol: 145.61
Net charge: 0